<a>
Density functional theory data (ωB97M-V/def2-TZVPD) for a single C7H9NS2 molecule.

Last columns: bonded neighbours and bond lengths (Å).
Cartesian coordinates (Å):
1 C 0.65307 1.76808 0.88785  N2 1.465, H11 1.140, H12 1.119, H13 1.025
2 N 0.93435 0.51416 0.18545  C1 1.465, C3 1.333, C6 1.389
3 C 2.16012 0.26840 -0.27638  N2 1.333, C4 1.372, H14 1.102
4 C 2.06036 -0.90193 -0.98450  C3 1.372, C5 1.394, H15 1.041
5 C 0.79296 -1.46977 -0.85979  C4 1.394, C6 1.365, H16 1.080
6 C 0.09272 -0.53983 -0.14621  N2 1.389, C5 1.365, C7 1.562
7 C -1.40182 -0.49302 0.30497  C6 1.562, S8 1.889, C9 1.476, H17 1.114
8 S -1.99909 -2.28350 0.24153  C7 1.889, H18 1.328
9 C -2.28129 0.31569 -0.56155  C7 1.476, S10 1.639, H19 1.118
10 S -2.94369 1.74791 -0.11731  C9 1.639
11 H 0.24847 1.62561 1.94405  C1 1.140
12 H 1.65387 2.25605 0.99533  C1 1.119
13 H 0.04885 2.39525 0.34653  C1 1.025
14 H 2.99504 0.97113 -0.12179  C3 1.102
15 H 2.81919 -1.39499 -1.49982  C4 1.041
16 H 0.44166 -2.16248 -1.60952  C5 1.080
17 H -1.44356 0.09304 1.25130  C7 1.114
18 H -2.30219 -2.47228 1.52045  S8 1.328
19 H -2.52901 -0.23755 -1.50057  C9 1.118

The multiplicity is 1. Its gap between HOMO and LUMO is 7.7 eV. As for the SMILES: Cn1cccc1[C@H](S)C=S. The calculation puts the highest occupied orbital energy at -8.290 eV.

<b>
Density functional theory data (ωB97M-V/def2-TZVPD) for a single C7H9NS2 molecule.

Last columns: bonded neighbours and bond lengths (Å).
Cartesian coordinates (Å):
1 C 3.95329 -0.97901 0.06132  C2 1.380, H11 1.096, H12 1.050
2 C 2.58741 -1.11335 -0.08462  C1 1.380, C3 1.449, H13 1.039
3 C 1.78845 0.09505 -0.08070  C2 1.449, C4 1.462, C6 1.350
4 C 2.48778 1.37810 -0.03212  C3 1.462, N5 1.141
5 N 3.09549 2.33448 0.10047  C4 1.141
6 C 0.45670 0.21714 -0.26565  C3 1.350, S7 1.817, S9 1.764
7 S -0.59016 -1.26730 -0.23699  C6 1.817, C8 1.858
8 C -2.09155 -0.68018 -1.15991  S7 1.858, H14 1.124, H15 1.144, H16 1.058
9 S -0.38281 1.76490 -0.37217  C6 1.764, C10 1.811
10 C -1.11778 1.93812 1.27388  S9 1.811, H17 1.096, H18 1.104, H19 1.174
11 H 4.57641 -1.87350 -0.04723  C1 1.096
12 H 4.47882 -0.07461 0.15392  C1 1.050
13 H 2.13882 -1.99023 -0.41570  C2 1.039
14 H -3.03055 -1.26114 -0.95000  C8 1.124
15 H -1.89649 -0.77904 -2.28295  C8 1.144
16 H -2.15787 0.33751 -0.87715  C8 1.058
17 H -1.18728 0.93754 1.71640  C10 1.096
18 H -2.10154 2.41931 1.13777  C10 1.104
19 H -0.36419 2.63529 1.84403  C10 1.174

The multiplicity is 1. Its gap between HOMO and LUMO is 8.3 eV. As for the SMILES: C=CC(C#N)=C(SC)SC. The calculation puts the highest occupied orbital energy at -8.525 eV.

Which one sits at the bottom of the stability order? <b> does.

<a>
Density functional theory data (ωB97M-V/def2-TZVPD) for 2 unconnected molecules or ions with the total composition C5H14N2O2.

Last columns: bonded neighbours and bond lengths (Å).
Cartesian coordinates (Å):
1 C 0.82442 1.62533 -2.07267  N2 1.562, H9 1.048, H10 1.093, H11 1.166
2 N 0.84864 1.15358 -0.58373  C1 1.562, C3 1.488, H12 0.994
3 C -0.24576 1.55598 0.34125  N2 1.488, C4 1.581, H13 1.179, H14 0.994
4 C -0.37524 0.37342 1.38307  C3 1.581, C5 1.633, N6 1.545, H15 1.084
5 C -1.05309 1.14020 2.65512  C4 1.633, H16 1.065, H17 1.044, H18 1.131
6 N -1.48228 -0.62139 0.96695  C4 1.545, C7 1.396, H19 1.038
7 C -1.26820 -1.71259 0.12377  N6 1.396, O8 1.221, H20 1.106
8 O -0.29169 -1.72579 -0.60982  C7 1.221
9 H -0.01987 1.33005 -2.61822  C1 1.048
10 H 0.98218 2.70690 -2.09732  C1 1.093
11 H 1.80951 1.31453 -2.61297  C1 1.166
12 H 0.98335 0.16861 -0.56928  N2 0.994
13 H 0.21496 2.45000 0.95641  C3 1.179
14 H -1.11922 1.93628 0.05777  C3 0.994
15 H 0.54593 -0.14841 1.61787  C4 1.084
16 H -2.01523 1.49700 2.37079  C5 1.065
17 H -1.26952 0.54479 3.48492  C5 1.044
18 H -0.47027 2.04999 2.98776  C5 1.131
19 H -2.08659 -0.58014 1.81046  N6 1.038
20 H -2.10529 -2.42864 0.02201  C7 1.106
21 O 2.46399 -1.96192 -1.78178  H22 0.984, H23 0.976
22 H 1.53049 -1.87509 -1.48142  O21 0.984
23 H 2.78398 -1.08364 -2.06173  O21 0.976

The multiplicity is 1. Its gap between HOMO and LUMO is 9.3 eV. As for the SMILES: CNC[C@@H](C)NC=O.O. The calculation puts the highest occupied orbital energy at -8.621 eV.

<b>
Density functional theory data (ωB97M-V/def2-TZVPD) for 2 unconnected molecules or ions with the total composition C5H14N2O2.

Last columns: bonded neighbours and bond lengths (Å).
Cartesian coordinates (Å):
1 C 0.99591 2.28230 -2.11173  C2 1.530, H9 1.094, H10 1.093, H11 1.089
2 C 0.34646 1.01497 -1.55357  C1 1.530, C3 1.549, H12 1.093, H13 1.080
3 C 1.21567 0.44287 -0.40627  C2 1.549, N4 1.477, H14 1.084, H15 1.089
4 N 0.77499 0.93165 0.91556  C3 1.477, C5 1.379, H16 1.009
5 C -0.28195 0.36971 1.59942  N4 1.379, O6 1.217, C7 1.532
6 O -1.04208 1.05342 2.25920  C5 1.217
7 C -0.28377 -1.15301 1.76911  C5 1.532, N8 1.470, H17 1.089, H18 1.083
8 N -1.64626 -1.68382 1.91893  C7 1.470, H19 1.006, H20 1.010
9 H 1.90768 2.00967 -2.65147  C1 1.094
10 H 0.39529 2.80444 -2.86104  C1 1.093
11 H 1.29450 2.93561 -1.29309  C1 1.089
12 H 0.24766 0.24865 -2.32596  C2 1.093
13 H -0.62328 1.19014 -1.11182  C2 1.080
14 H 1.11993 -0.63657 -0.38260  C3 1.084
15 H 2.27011 0.70322 -0.48876  C3 1.089
16 H 0.76361 1.93811 0.99149  N4 1.009
17 H 0.17542 -1.62637 0.90274  C7 1.089
18 H 0.29292 -1.46313 2.63219  C7 1.083
19 H -1.86419 -1.79421 2.89450  N8 1.006
20 H -2.34585 -1.07368 1.52068  N8 1.010
21 O -0.99068 -2.75351 -1.04471  H22 0.968, H23 0.963
22 H -1.15921 -2.22237 -0.25333  O21 0.968
23 H -1.56288 -3.51808 -0.91947  O21 0.963

The multiplicity is 1. Its gap between HOMO and LUMO is 10.5 eV. As for the SMILES: CCCNC(=O)CN.O. The calculation puts the highest occupied orbital energy at -9.657 eV.

Which one sits at the bottom of the stability order? <a> does.

<a>
Density functional theory data (ωB97M-V/def2-TZVPD) for a gas-phase ion, C10H21N2 (charge +1).

Last columns: bonded neighbours and bond lengths (Å).
Cartesian coordinates (Å):
1 C 1.19456 -0.39473 -0.16820  C9 1.426, N11 1.259
2 C -0.33288 1.27814 -0.95764  C3 1.559, N11 1.479, H13 1.074, H14 1.098
3 C -1.41445 0.25846 -0.48878  C2 1.559, C4 1.542, C10 1.647, N12 1.417
4 C -2.70112 0.63327 -1.25243  C3 1.542, H15 1.168, H16 0.989, H17 1.012
5 C 3.69633 -0.64068 -0.38466  C9 1.538, H18 1.107, H19 1.092, H20 1.159
6 C -1.02016 -0.39547 2.27932  C10 1.579, H21 1.127, H22 1.125, H23 1.035
7 C 1.72159 1.99989 -0.06901  N11 1.458, H24 1.039, H25 1.131, H26 1.160
8 C -1.68804 -2.13259 -0.39608  N12 1.386, H27 1.072, H28 1.147, H29 1.172
9 C 2.33173 -1.23957 -0.00482  C1 1.426, C5 1.538, H30 1.125, H31 1.112
10 C -1.78219 0.35005 1.11386  C3 1.647, C6 1.579, H32 1.085, H33 1.106
11 N 0.88024 0.82185 -0.24609  C1 1.259, C2 1.479, C7 1.458
12 N -1.14988 -1.02372 -1.03086  C3 1.417, C8 1.386
13 H -0.05513 1.05792 -1.97128  C2 1.074
14 H -0.56119 2.30011 -0.62636  C2 1.098
15 H -3.07933 1.63229 -0.78095  C4 1.168
16 H -3.36944 -0.08951 -1.16251  C4 0.989
17 H -2.50404 0.70586 -2.24218  C4 1.012
18 H 3.53322 0.04406 -1.23880  C5 1.107
19 H 4.44472 -1.31370 -0.80728  C5 1.092
20 H 3.94589 0.04973 0.51206  C5 1.159
21 H -1.15614 0.23371 3.20499  C6 1.127
22 H 0.09559 -0.25298 2.29935  C6 1.125
23 H -1.38271 -1.36200 2.35016  C6 1.035
24 H 1.82102 2.45829 -0.99622  C7 1.039
25 H 1.24836 2.68817 0.69424  C7 1.131
26 H 2.70455 1.69362 0.46542  C7 1.160
27 H -1.25026 -2.99778 -0.85421  C8 1.072
28 H -2.76580 -2.08482 -0.78624  C8 1.147
29 H -1.65939 -2.01746 0.76960  C8 1.172
30 H 2.58872 -1.83628 0.91397  C9 1.125
31 H 2.09501 -2.03955 -0.73996  C9 1.112
32 H -1.55183 1.37664 1.38004  C10 1.085
33 H -2.87755 0.23881 1.22157  C10 1.106

The multiplicity is 1. Its gap between HOMO and LUMO (alpha / beta) is 7.7 / 9.1 eV. The calculation puts the highest occupied orbital energy (alpha / beta) at -12.410 / -12.874 eV. As for the net charge: +1.

<b>
Density functional theory data (ωB97M-V/def2-TZVPD) for 2 unconnected molecules or ions with the total composition C10H21N2.

Last columns: bonded neighbours and bond lengths (Å).
Cartesian coordinates (Å):
1 C -0.11533 1.91728 -0.15333  C2 1.491, C3 1.541, H13 1.153, H14 1.037
2 C 1.21449 2.26404 0.42426  C1 1.491, C4 1.534, H15 1.005, H16 1.075
3 C -0.70511 0.70606 0.59496  C1 1.541, C6 1.548, C7 1.584, H17 1.065
4 C 2.13748 1.18460 -0.15482  C2 1.534, C5 1.472, C8 1.536, H18 1.135
5 C 1.70052 -0.12764 0.34982  C4 1.472, C6 1.322, H19 1.082
6 C 0.41840 -0.35923 0.57446  C3 1.548, C5 1.322, N11 1.520
7 C -1.96585 0.24955 -0.24805  C3 1.584, C9 1.288, C10 1.520
8 C 3.58212 1.56183 0.20414  C4 1.536, H20 1.089, H21 1.109, H22 1.142
9 C -3.05559 -0.24225 0.23189  C7 1.288, H23 1.115, H24 1.056
10 C -1.68913 0.35005 -1.73944  C7 1.520, H26 1.045, H27 1.147, H28 1.038
11 N 0.15808 -1.79643 0.99399  C6 1.520, H25 1.032, H29 1.072, H30 1.053
12 N -1.57479 -3.62934 -0.13243  H31 0.967, H32 1.040, H33 1.021
13 H -0.79421 2.84040 -0.02846  C1 1.153
14 H 0.02754 1.63704 -1.14168  C1 1.037
15 H 1.59375 3.14976 0.13807  C2 1.005
16 H 1.23290 2.08017 1.48375  C2 1.075
17 H -0.89991 0.94741 1.61376  C3 1.065
18 H 1.98108 1.14893 -1.27890  C4 1.135
19 H 2.33618 -1.00038 0.42038  C5 1.082
20 H 3.74908 1.60390 1.27910  C8 1.089
21 H 3.76710 2.53162 -0.30182  C8 1.109
22 H 4.32852 0.86778 -0.31075  C8 1.142
23 H -3.94781 -0.40646 -0.41716  C9 1.115
24 H -3.18029 -0.52338 1.24198  C9 1.056
25 H -0.63270 -1.79386 1.65724  N11 1.032
26 H -1.77835 1.32627 -2.10192  C10 1.045
27 H -2.31656 -0.38338 -2.35898  C10 1.147
28 H -0.70495 0.04709 -1.87370  C10 1.038
29 H -0.37325 -2.41597 0.29948  N11 1.072
30 H 1.01946 -2.26404 1.37970  N11 1.053
31 H -2.00996 -3.87890 0.69464  N12 0.967
32 H -1.28098 -4.49661 -0.62591  N12 1.040
33 H -2.22192 -3.09590 -0.71428  N12 1.021

The multiplicity is 1. Its gap between HOMO and LUMO is 10.2 eV. The calculation puts the highest occupied orbital energy at -13.118 eV. As for the net charge: +1.

Which one sits at the bottom of the stability order? <a> does.

<a>
Density functional theory data (ωB97M-V/def2-TZVPD) for a single C2H7NO3S molecule.

Last columns: bonded neighbours and bond lengths (Å).
Cartesian coordinates (Å):
1 C 1.39343 -0.91194 1.08969  C2 1.531, H8 0.881, H9 1.275, H10 1.009
2 C 0.41685 -0.67299 -0.06514  C1 1.531, S3 1.843, H11 0.949, H12 0.946
3 S -0.50141 0.85479 0.40215  C2 1.843, O4 1.454, O5 1.472, N6 1.705
4 O -1.64592 0.45578 1.20522  S3 1.454
5 O 0.48254 1.89236 0.75066  S3 1.472
6 N -1.12546 1.34404 -1.10760  S3 1.705, O7 1.404, H13 0.849
7 O -1.70530 0.28212 -1.82001  N6 1.404, H14 0.863
8 H 2.10140 -0.38830 1.07121  C1 0.881
9 H 2.05157 -1.86907 0.56465  C1 1.275
10 H 0.99079 -1.22500 1.96021  C1 1.009
11 H 0.90955 -0.56353 -0.86892  C2 0.949
12 H -0.24670 -1.34296 0.01438  C2 0.946
13 H -0.58509 1.78257 -1.59420  N6 0.849
14 H -2.53623 0.36213 -1.60232  O7 0.863

The multiplicity is 1. Its gap between HOMO and LUMO is 11.1 eV. As for the SMILES: CCS(=O)(=O)NO. The calculation puts the highest occupied orbital energy at -10.368 eV.

<b>
Density functional theory data (ωB97M-V/def2-TZVPD) for a single C2H7NO3S molecule.

Last columns: bonded neighbours and bond lengths (Å).
Cartesian coordinates (Å):
1 C 0.06491 -0.80684 1.68061  N2 1.498, H8 1.054, H9 1.237, H10 1.190
2 N 1.19705 -0.38003 0.79681  C1 1.498, C3 1.337, H11 0.986
3 C 0.78404 0.64683 0.04614  N2 1.337, S4 2.062, H12 1.065, H13 1.097
4 S -0.75299 0.09518 -1.21241  C3 2.062, O5 1.448, O6 1.435, O7 1.633
5 O -1.96848 0.66355 -0.66823  S4 1.448
6 O -0.80397 -1.20946 -1.80684  S4 1.435
7 O -0.42200 1.07689 -2.47418  S4 1.633, H14 0.890
8 H -0.39864 0.05225 2.07891  C1 1.054
9 H -0.66487 -1.42421 0.89506  C1 1.237
10 H 0.30444 -1.62379 2.51224  C1 1.190
11 H 1.60825 -1.19333 0.42001  N2 0.986
12 H 1.55335 0.81113 -0.67222  C3 1.065
13 H 0.28682 1.45218 0.60110  C3 1.097
14 H -0.78792 1.83966 -2.19700  O7 0.890

The multiplicity is 1. Its gap between HOMO and LUMO is 10.0 eV. As for the SMILES: CNCS(=O)(=O)O. The calculation puts the highest occupied orbital energy at -9.390 eV.

Which one sits at the bottom of the stability order? <a> does.

<a>
Density functional theory data (ωB97M-V/def2-TZVPD) for a single C4H7FN2O molecule.

Last columns: bonded neighbours and bond lengths (Å).
Cartesian coordinates (Å):
1 C -1.25635 1.65769 -0.28067  C2 1.516, H9 1.102, H10 1.143, H11 1.145
2 C -0.90806 0.23541 0.11062  C1 1.516, N3 1.251, O5 1.383
3 N -1.70746 -0.67337 -0.20666  C2 1.251, N4 1.396
4 N -1.32929 -2.01273 -0.09928  N3 1.396, H12 1.053, H13 1.044
5 O 0.26173 0.04720 0.82382  C2 1.383, C6 1.383
6 C 1.37173 -0.15098 0.02354  O5 1.383, C7 1.318, H14 1.118
7 C 2.64096 0.03842 0.32282  C6 1.318, F8 1.357, H15 1.143
8 F 3.59087 -0.49460 -0.48624  C7 1.357
9 H -2.04458 1.77568 -1.04174  C1 1.102
10 H -0.35767 2.15193 -0.78474  C1 1.143
11 H -1.49080 2.34423 0.60532  C1 1.145
12 H -0.66680 -2.21726 0.69301  N4 1.053
13 H -2.24879 -2.50517 -0.04616  N4 1.044
14 H 1.12777 -0.59477 -0.97368  C6 1.118
15 H 3.01674 0.39832 1.34007  C7 1.143

The multiplicity is 1. Its gap between HOMO and LUMO is 10.2 eV. As for the SMILES: C/C(=N/N)O/C=C/F. The calculation puts the highest occupied orbital energy at -9.205 eV.

<b>
Density functional theory data (ωB97M-V/def2-TZVPD) for a single C4H7FN2O molecule.

Last columns: bonded neighbours and bond lengths (Å).
Cartesian coordinates (Å):
1 C -2.78193 0.79834 -0.11536  C2 1.546, H9 1.119, H10 1.020, H11 1.078
2 C -1.61181 -0.21141 -0.08684  C1 1.546, F3 1.354, C4 1.341
3 F -2.04750 -1.37214 0.45747  C2 1.354
4 C -0.30076 -0.11353 -0.34897  C2 1.341, N5 1.409, H12 1.144
5 N 0.55087 -1.20431 -0.08451  C4 1.409, C6 1.260
6 C 1.80993 -1.22922 -0.13860  N5 1.260, N7 1.442, H13 1.161
7 N 2.78684 -0.17958 -0.28699  C6 1.442, O8 1.503, H14 1.058
8 O 2.33150 1.07096 0.41153  N7 1.503, H15 1.062
9 H -3.08857 0.92588 0.95302  C1 1.119
10 H -3.50012 0.69534 -0.83259  C1 1.020
11 H -2.37371 1.73931 -0.44716  C1 1.078
12 H -0.09220 0.75192 -1.06683  C4 1.144
13 H 2.38426 -2.23214 -0.02704  C6 1.161
14 H 3.73268 -0.32650 0.16352  N7 1.058
15 H 2.20053 0.88707 1.44937  O8 1.062

The multiplicity is 1. Its gap between HOMO and LUMO is 9.0 eV. As for the SMILES: C/C(F)=C/N=C\NO. The calculation puts the highest occupied orbital energy at -8.414 eV.

Which one sits at the bottom of the stability order? <b> does.